{"formula": "C43H31Cl2CoO3P2", "method": "wB97M-V/def2-TZVPD", "elements": ["Co", "Cl", "C", "C", "C", "Cl", "C", "O", "C", "C", "O", "C", "H", "H", "H", "O", "C", "C", "C", "C", "C", "C", "P", "C", "C", "C", "C", "C", "C", "C", "C", "C", "C", "C", "C", "C", "C", "C", "C", "C", "C", "P", "C", "C", "C", "C", "C", "C", "C", "C", "C", "C", "C", "C", "H", "H", "H", "H", "H", "H", "H", "H", "H", "H", "H", "H", "H", "H", "H", "H", "H", "H", "H", "H", "H", "H", "H", "H", "H", "H", "H", "H"], "xyz": [[0.051800, -0.153600, -0.049700], [5.872500, 4.494200, 0.069700], [4.671800, 3.267600, 0.020300], [5.040700, 1.930300, 0.215900], [4.086500, 0.943800, 0.198000], [4.544500, -0.699900, 0.398400], [2.700000, 1.236700, 0.010000], [1.827500, 0.308100, 0.020800], [2.364000, 2.613800, -0.191000], [0.980200, 2.958500, -0.343500], [0.039300, 2.176800, -0.272800], [3.353500, 3.602200, -0.203000], [6.075800, 1.673100, 0.380500], [0.775400, 4.025500, -0.522000], [3.072100, 4.631000, -0.368200], [-2.296200, -2.430400, 0.685500], [-3.463100, -2.105900, 0.040400], [-4.451100, -2.991300, -0.356700], [-5.607500, -2.499100, -0.938500], [-5.779300, -1.139600, -1.135200], [-4.765300, -0.259100, -0.799100], [-3.597100, -0.739800, -0.221500], [-2.177300, 0.306100, 0.222700], [-2.550300, 0.760500, 1.938600], [-1.707300, 1.679400, 2.560200], [-1.904600, 2.018100, 3.884100], [-2.930400, 1.423500, 4.604300], [-3.765100, 0.503700, 3.991100], [-3.580000, 0.167800, 2.661600], [-2.546600, 1.740800, -0.824200], [-2.103700, 1.652000, -2.142300], [-2.377600, 2.671000, -3.031900], [-3.094400, 3.780800, -2.607700], [-3.525200, 3.873500, -1.294800], [-3.246400, 2.857800, -0.394800], [-1.855900, -3.738400, 0.663900], [-2.563800, -4.800300, 1.207100], [-2.072600, -6.086500, 1.058000], [-0.882400, -6.308500, 0.381500], [-0.135900, -5.240600, -0.086100], [-0.615500, -3.945500, 0.062300], [0.352100, -2.444600, -0.325100], [0.829300, -2.635300, -2.054600], [2.032400, -2.099600, -2.506200], [2.265500, -1.988600, -3.863700], [1.295000, -2.388200, -4.770600], [0.098700, -2.927500, -4.322500], [-0.139000, -3.048400, -2.967500], [1.775700, -2.751900, 0.763300], [1.720200, -2.094200, 1.990300], [2.700600, -2.302800, 2.939600], [3.745700, -3.171900, 2.667900], [3.808800, -3.820500, 1.444600], [2.827200, -3.616200, 0.488700], [-4.323200, -4.053300, -0.228800], [-6.375600, -3.196300, -1.235100], [-6.698500, -0.766500, -1.561000], [-4.880300, 0.800000, -0.980900], [-0.899100, 2.120800, 1.993000], [-1.257300, 2.740700, 4.356900], [-3.079100, 1.678100, 5.642300], [-4.565400, 0.042900, 4.549900], [-4.229600, -0.551900, 2.184700], [-1.522500, 0.785500, -2.449700], [-2.027900, 2.608800, -4.051700], [-3.311600, 4.576300, -3.303400], [-4.077200, 4.741100, -0.966400], [-3.558900, 2.930500, 0.637800], [-3.478000, -4.611400, 1.749300], [-2.629100, -6.915900, 1.466300], [-0.514900, -7.313100, 0.242300], [0.811000, -5.409300, -0.574700], [2.767800, -1.760900, -1.789800], [3.196100, -1.569000, -4.215800], [1.466600, -2.270800, -5.829400], [-0.656200, -3.235200, -5.028800], [-1.077300, -3.445800, -2.603000], [0.898000, -1.405000, 2.181100], [2.652200, -1.783900, 3.884900], [4.515200, -3.336400, 3.406900], [4.632900, -4.484900, 1.232500], [2.893100, -4.108700, -0.470600]], "forces_ev_per_angstrom": [[-1.0215, 1.7494, -0.2940], [0.3153, 0.2404, -0.0185], [-0.6923, 0.0061, -0.1151], [-0.3053, 0.0515, -0.0257], [-0.3039, 0.2617, -0.1054], [0.1172, -0.1530, -0.0138], [0.3423, 0.9205, -0.1658], [0.9143, -1.5836, 0.1408], [0.0148, -0.9324, 0.0605], [0.9769, 0.2601, 0.0586], [-0.7061, -1.0387, 0.2013], [0.4902, -0.0277, 0.1444], [0.0775, -0.0105, -0.0038], [-0.1699, -0.0163, 0.0154], [0.0121, 0.1544, 0.0089], [-0.3094, -0.4520, 0.4405], [-0.3158, 0.4172, -0.3532], [0.1945, -0.2215, 0.0645], [0.0712, 0.0968, 0.0057], [-0.1548, 0.0411, -0.0518], [0.0434, -0.0733, 0.0636], [0.5744, -0.4578, 0.1218], [-0.9301, -0.0341, -0.2432], [0.3612, -0.0605, -0.0306], [0.0547, -0.0499, -0.1114], [0.0123, 0.0495, 0.1250], [-0.0107, 0.0324, -0.0438], [-0.0588, -0.0155, 0.0932], [0.0657, 0.0082, -0.1833], [0.1884, -0.0560, -0.0161], [-0.0617, -0.0769, 0.1630], [0.0315, -0.0371, -0.1040], [-0.0300, 0.0281, 0.0123], [-0.0349, 0.1141, -0.0142], [0.1019, -0.2238, 0.0870], [0.3538, -0.4178, -0.2895], [-0.0122, 0.2135, 0.1596], [-0.0043, 0.1398, -0.0276], [0.1651, -0.0002, -0.0165], [-0.0196, 0.0962, -0.0240], [-0.8573, 0.8508, 0.1476], [0.9656, -0.1227, 0.1990], [-0.1016, 0.2758, 0.0591], [0.0026, -0.0227, 0.1695], [0.0399, 0.0174, -0.1284], [0.0118, -0.0121, 0.0006], [-0.0108, 0.0057, -0.1215], [0.0170, -0.0123, 0.2297], [-0.1108, 0.2417, -0.0442], [-0.1270, -0.0099, -0.1846], [-0.0269, -0.0177, 0.1329], [-0.0658, 0.0014, -0.0041], [0.0711, -0.0821, 0.0036], [-0.1047, 0.0755, -0.0273], [-0.0733, -0.0394, 0.0042], [-0.0987, -0.0352, -0.0329], [-0.0318, 0.0324, -0.0609], [-0.0026, 0.0037, -0.0469], [0.0540, 0.1185, 0.0139], [0.0665, 0.0538, 0.0546], [-0.0184, 0.0308, 0.0935], [-0.0657, -0.0365, 0.0568], [-0.0717, -0.0261, 0.0303], [-0.0664, 0.0456, -0.1198], [0.0124, -0.0098, -0.0795], [-0.0236, 0.0877, -0.0627], [-0.0421, 0.0839, 0.0192], [-0.0819, 0.0441, 0.0449], [-0.0867, -0.0317, 0.0101], [-0.0297, -0.0785, 0.0357], [0.0199, -0.0943, 0.0091], [0.1276, -0.0518, -0.0299], [0.1015, 0.0847, 0.0433], [0.0749, 0.0089, -0.0252], [0.0391, -0.0250, -0.1035], [-0.0658, -0.0544, -0.0880], [-0.0882, -0.0595, -0.0625], [0.1348, -0.0662, 0.1441], [0.0158, 0.0293, 0.0874], [0.0711, -0.0099, 0.0440], [0.0632, -0.0654, -0.0329], [0.0253, -0.0710, -0.0928]], "multiplicity": 2, "homo_ha": [-0.3778, -0.3773], "charge": 1, "e_tot_ev": -132481.1033, "orbital_gap_ha": [0.2353, 0.2746]}